Record 1
The following is a DFT calculation (ωB97M-V/def2-TZVPD) of a single C21H26N2O7 molecule at a distorted geometry.

## Properties
F_max: 16.206 eV Å⁻¹
orbital gap: 6.620 eV
charge: 0
relative energy (zero: lowest compared OMol25 entry of this formula, charge and spin): 2121.0 kJ/mol

Each atom is followed by the atoms it is bonded to, with distances in Å.
Positions of all 56 atoms, in Å:
1 C 4.945 0.242 0.304  H2 1.079, O3 1.350, H55 1.137, H56 1.037
2 H 4.821 1.299 0.123  C1 1.079
3 O 4.095 -0.469 -0.467  C1 1.350, C4 1.403
4 C 3.997 -0.511 -1.866  O3 1.403, C5 1.483, H53 1.241, H54 1.095
5 C 3.419 0.670 -2.551  C4 1.483, H6 0.898, H7 1.192, O8 1.514
6 H 3.251 0.687 -3.433  C5 0.898
7 H 3.955 1.559 -1.966  C5 1.192
8 O 2.075 1.101 -2.005  C5 1.514, C9 1.378
9 C 1.949 1.955 -0.931  O8 1.378, O10 1.271, C11 1.516
10 O 2.950 2.616 -0.512  C9 1.271
11 C 0.646 2.027 -0.158  C9 1.516, C12 1.212, C29 1.673
12 C 0.322 2.634 0.839  C11 1.212, N13 1.329, C49 1.572
13 N -0.744 2.164 1.477  C12 1.329, C14 1.190, H48 1.143
14 C -1.763 1.642 1.151  N13 1.190, C15 1.541, C44 1.554
15 C -1.600 0.796 -0.127  C14 1.541, C16 1.423, C29 1.363
16 C -2.686 -0.022 -0.546  C15 1.423, O17 1.347, O18 1.295
17 O -2.445 -0.594 -1.741  C16 1.347
18 O -3.762 -0.250 0.138  C16 1.295, C19 1.323
19 C -4.648 -0.896 -0.603  O18 1.323, C20 1.594, C24 1.765, H28 1.083
20 C -4.453 -2.433 -0.229  C19 1.594, H21 0.900, H22 1.112, H23 1.124
21 H -4.390 -2.714 0.623  C20 0.900
22 H -5.322 -2.998 -0.631  C20 1.112
23 H -3.483 -2.599 -0.773  C20 1.124
24 C -6.129 -0.566 0.298  C19 1.765, H25 1.222, H26 1.083, H27 1.000
25 H -6.881 -1.020 -0.551  C24 1.222
26 H -6.183 0.465 -0.030  C24 1.083
27 H -6.006 -1.004 1.189  C24 1.000
28 H -4.743 -0.613 -1.644  C19 1.083
29 C -0.315 0.723 -0.577  C11 1.673, C15 1.363, C30 1.565, H43 1.178
30 C 0.424 -0.646 -0.403  C29 1.565, C31 1.252, C35 1.465
31 C 1.142 -0.749 0.617  C30 1.252, C32 1.486, H42 1.270
32 C 1.724 -2.114 0.700  C31 1.486, C33 1.238, N39 1.551
33 C 1.652 -3.056 -0.099  C32 1.238, C34 1.427, H38 1.143
34 C 0.831 -2.979 -1.264  C33 1.427, C35 1.443, H37 1.102
35 C 0.221 -1.680 -1.421  C30 1.465, C34 1.443, H36 1.095
36 H -0.287 -1.219 -2.274  C35 1.095
37 H 0.763 -3.614 -2.163  C34 1.102
38 H 2.123 -4.018 0.299  C33 1.143
39 N 2.569 -2.258 1.993  C32 1.551, O40 1.325, O41 1.386
40 O 2.586 -1.265 2.869  N39 1.325
41 O 3.211 -3.458 2.254  N39 1.386
42 H 1.127 -0.033 1.666  C31 1.270
43 H -0.491 0.840 -1.736  C29 1.178
44 C -3.102 1.497 1.926  C14 1.554, H45 0.883, H46 1.149, H47 0.986
45 H -3.369 0.744 2.301  C44 0.883
46 H -2.827 2.341 2.656  C44 1.149
47 H -3.810 1.757 1.290  C44 0.986
48 H -0.811 2.748 2.457  N13 1.143
49 C 1.365 3.637 1.452  C12 1.572, H50 1.272, H51 1.020, H52 1.125
50 H 0.739 4.096 2.460  C49 1.272
51 H 1.650 4.344 0.775  C49 1.020
52 H 2.284 3.107 1.826  C49 1.125
53 H 5.144 -0.569 -2.337  C4 1.241
54 H 3.361 -1.379 -2.069  C4 1.095
55 H 4.964 -0.110 1.385  C1 1.137
56 H 5.943 0.143 0.040  C1 1.037

List of natural (NBO) charges in e, atom by atom: -0.248, 0.183, -0.554, -0.064, -0.071, 0.171, 0.223, -0.536, 0.789, -0.635, -0.026, 0.150, -0.527, 0.392, -0.283, 0.730, -0.733, -0.506, 0.136, -0.604, 0.172, 0.200, 0.228, -0.642, 0.201, 0.217, 0.206, 0.220, -0.270, -0.052, -0.199, 0.078, -0.231, -0.233, -0.129, 0.255, 0.240, 0.275, 0.461, -0.367, -0.399, 0.269, 0.243, -0.533, 0.198, 0.169, 0.233, 0.380, -0.582, 0.169, 0.237, 0.257, 0.173, 0.204, 0.205, 0.157


Record 2
The following is a DFT calculation (ωB97M-V/def2-TZVPD) of 2 unconnected molecules or ions with the total composition C5H3NOS at a distorted geometry.

## Properties
F_max: 6.834 eV Å⁻¹
orbital gap (spin up / spin down): 8.267 / 8.266 eV
charge: 0
relative energy (zero: lowest compared OMol25 entry of this formula, charge and spin): 612.5 kJ/mol

Each atom is followed by the atoms it is bonded to, with distances in Å.
Positions of all 11 atoms, in Å:
1 C 2.440 1.598 -0.516  N6 1.132
2 C -1.162 -0.268 0.906  C3 1.456, C4 1.337, H9 1.130
3 C 0.062 0.512 0.791  C2 1.456, C5 1.319, H10 1.120
4 C -1.584 -0.879 -0.207  C2 1.337, S8 1.811, H11 1.141
5 C 0.706 0.159 -0.305  C3 1.319, S8 1.855
6 N 3.281 2.352 -0.594  C1 1.132
7 O 0.332 -1.990 -1.552  S8 1.492
8 S -0.384 -0.681 -1.548  C4 1.811, C5 1.855, O7 1.492
9 H -1.781 -0.266 1.850  C2 1.130
10 H 0.489 1.097 1.646  C3 1.120
11 H -2.399 -1.633 -0.472  C4 1.141

List of natural (NBO) charges in e, atom by atom: 0.233, -0.199, -0.314, -0.388, -0.024, -0.444, -0.912, 1.257, 0.245, 0.276, 0.270